ORCA calculation (the ωB97M-V functional and the def2-TZVPD basis) on a molecular structure, C3HCaFO2.

Output
Net charge: +2
Calculated total energy (eV): -28354.066
Frontier orbital gap (spin up / spin down) (hartree): 0.264 / 0.264
HOMO level (spin up / spin down) (eV): -17.3097 / -17.3111

Each line ends with the Mulliken charge.
Cartesian coordinates (Å):
O 2.968 -0.428 -0.202  -0.169
C 3.565 -1.381 -0.035  0.182
Ca 1.845 1.445 -0.543  1.932
F -0.051 0.440 0.025  -0.150
H -2.197 -0.727 1.132  0.247
O -2.407 -0.262 -0.945  -0.245
C -2.431 -0.012 0.243  0.272
C -1.292 0.926 0.325  -0.067

ORCA calculation (the ωB97M-V functional and the def2-TZVPD basis) on a molecular structure, C44H33MoN6O3P.

Output
Net charge: 0
Calculated total energy (eV): -72392.449
Frontier orbital gap (spin up / spin down) (hartree): 0.239 / 0.239
HOMO level (spin up / spin down) (eV): -7.5300 / -7.3232

Each line ends with the Mulliken charge.
Cartesian coordinates (Å):
Mo -0.129 -1.619 -0.048  -1.222
O -3.841 -2.958 -1.447  -0.720
C -2.686 -2.598 -1.288  0.259
N -2.049 -2.290 -0.142  0.854
C -2.424 -2.816 1.121  0.621
C -3.289 -3.889 1.313  -1.065
C -3.433 -4.420 2.580  -0.666
C -2.710 -3.900 3.653  -0.866
C -1.857 -2.833 3.454  -0.352
C -1.713 -2.284 2.187  -0.498
N -0.813 -1.190 1.896  0.707
C -1.151 -0.087 2.689  -0.602
O -2.285 0.113 3.073  -0.653
C -0.090 0.847 3.248  1.277
C -0.405 1.488 4.444  -1.081
C 0.507 2.375 4.980  -0.536
C 1.689 2.613 4.295  -1.124
C 1.915 1.925 3.115  -0.167
N 1.054 1.042 2.604  0.309
C -1.725 -2.590 -2.453  0.538
C -2.156 -2.909 -3.725  -0.915
C -1.218 -3.071 -4.726  -0.519
C 0.123 -2.948 -4.399  -0.998
C 0.474 -2.614 -3.106  -0.431
N -0.434 -2.396 -2.145  0.570
H -3.842 -4.289 0.476  0.478
H -4.106 -5.253 2.732  0.403
H -2.814 -4.331 4.640  0.421
H -1.289 -2.421 4.280  0.458
H -1.358 1.291 4.912  0.550
H 0.298 2.880 5.915  0.432
H 2.431 3.307 4.666  0.436
H 2.837 2.072 2.567  0.394
H -3.217 -3.049 -3.878  0.547
H -1.521 -3.315 -5.735  0.449
H 0.903 -3.113 -5.129  0.457
H 1.512 -2.533 -2.815  0.772
O 2.034 -1.620 -0.735  -0.646
C 1.327 -0.687 -1.079  1.709
C 1.476 0.338 -2.119  0.285
C 2.589 0.450 -2.936  -0.733
C 2.531 1.328 -4.009  -0.917
C 1.363 2.048 -4.248  -0.790
C 0.259 1.935 -3.408  -0.593
C 0.322 1.077 -2.320  -0.233
P -0.936 0.804 -1.006  3.647
C -0.562 2.187 0.131  0.668
C 0.588 2.967 0.063  -0.471
C 0.783 4.004 0.968  -0.978
C -0.175 4.276 1.934  -0.552
C -1.334 3.514 1.992  -0.979
C -1.528 2.478 1.092  -0.323
C -2.476 1.443 -1.782  0.181
C -3.450 0.574 -2.263  -0.586
C -4.584 1.054 -2.905  -0.793
C -4.757 2.417 -3.077  -0.607
C -3.798 3.297 -2.592  -0.737
C -2.672 2.817 -1.942  -0.972
H 3.472 -0.142 -2.729  0.625
H 3.382 1.440 -4.667  0.456
H 1.313 2.713 -5.101  0.438
H -0.635 2.516 -3.600  0.476
H 1.353 2.759 -0.674  0.292
H 1.688 4.595 0.919  0.414
H -0.019 5.081 2.640  0.431
H -2.083 3.712 2.748  0.428
H -2.433 1.884 1.156  0.442
H -3.366 -0.482 -2.111  0.519
H -5.336 0.356 -3.249  0.482
H -5.642 2.795 -3.572  0.404
H -3.934 4.365 -2.704  0.429
H -1.947 3.522 -1.550  0.489
N 0.801 -4.590 0.955  -0.937
C 0.470 -3.532 0.629  0.452
N 2.635 -1.434 2.009  0.158
C 3.830 -0.892 1.576  0.095
C 3.842 0.268 0.792  0.446
C 5.033 0.764 0.283  -1.003
C 6.239 0.115 0.521  -0.706
C 6.227 -1.050 1.278  -0.517
C 5.044 -1.548 1.800  -0.678
H 2.687 -2.270 2.568  0.202
H 1.909 -0.784 2.284  -0.064
H 2.901 0.766 0.580  0.521
H 5.016 1.666 -0.316  0.431
H 7.165 0.504 0.119  0.410
H 7.152 -1.579 1.469  0.377
H 5.051 -2.461 2.385  0.390

ORCA calculation (the ωB97M-V functional and the def2-TZVPD basis) on a molecular structure, C29H39ClN8O6PTi.

Output
Net charge: +1
Spin multiplicity: 3
Calculated total energy (eV): -99833.924
Frontier orbital gap (spin up / spin down) (hartree): 0.199 / 0.302
HOMO level (spin up / spin down) (eV): -7.2906 / -10.0881

Each line ends with the Mulliken spin population.
Cartesian coordinates (Å):
Ti -16.770 6.893 1.860  1.679
C -13.341 6.410 4.238  0.005
N -14.348 5.716 5.009  0.004
C -13.854 5.181 6.296  0.001
C -15.490 5.280 4.425  0.013
O -15.709 5.471 3.173  0.012
C -16.533 4.494 5.282  0.001
O -17.850 4.990 5.033  -0.002
C -18.215 6.236 5.637  0.011
C -18.193 7.398 4.635  0.045
O -18.007 7.198 3.348  0.023
N -18.485 8.603 5.114  0.033
C -19.012 9.654 4.182  0.000
C -18.041 9.192 6.428  0.000
H -13.167 7.403 4.742  0.000
H -13.709 6.559 3.235  -0.002
H -12.400 5.841 4.178  0.000
H -13.624 4.109 6.126  0.000
H -14.625 5.371 7.063  0.000
H -12.903 5.717 6.538  0.000
H -16.270 4.358 6.353  0.001
H -16.493 3.460 4.881  -0.001
H -17.605 6.491 6.520  0.000
H -19.248 6.160 6.001  0.003
H -18.143 10.216 3.729  0.000
H -19.666 10.339 4.708  0.001
H -19.613 9.202 3.380  -0.001
H -16.960 9.197 6.648  0.001
H -18.494 8.670 7.268  0.001
H -18.368 10.270 6.479  0.000
C -20.149 3.969 -1.707  0.000
N -19.344 4.301 -0.473  0.025
C -19.556 3.812 0.805  -0.028
C -18.642 4.416 1.622  0.054
N -17.934 5.319 0.936  -0.039
C -18.231 5.119 -0.393  0.095
P -17.515 6.198 -1.638  -0.004
C -15.840 6.360 -1.123  0.009
N -15.466 6.415 0.165  -0.019
C -14.034 6.617 0.129  0.026
C -13.631 6.656 -1.136  -0.005
N -14.742 6.397 -1.969  0.006
C -14.669 6.085 -3.424  0.000
C -18.224 7.784 -0.911  0.048
N -18.133 8.112 0.412  -0.025
C -18.652 9.407 0.494  0.029
C -19.024 9.881 -0.690  -0.002
N -18.836 8.817 -1.632  0.013
C -19.071 8.882 -3.090  0.000
H -20.596 3.010 -1.596  0.000
H -20.942 4.756 -1.856  0.000
H -19.426 4.042 -2.555  0.001
H -20.350 3.188 1.180  -0.001
H -18.594 4.378 2.685  0.000
H -13.469 6.852 1.018  -0.008
H -12.588 6.690 -1.486  0.000
H -13.655 5.825 -3.780  0.000
H -15.326 5.220 -3.553  0.000
H -15.117 6.860 -4.024  0.000
H -18.704 9.968 1.450  -0.008
H -19.382 10.865 -1.012  0.000
H -18.864 9.900 -3.479  0.000
H -18.499 8.064 -3.549  0.000
H -20.175 8.742 -3.202  0.000
C -10.822 11.065 -0.345  0.000
C -12.203 10.785 -0.887  0.000
C -12.457 10.613 -2.251  0.000
C -13.780 10.417 -2.766  0.000
Cl -14.181 10.054 -4.394  0.000
C -14.883 10.617 -1.947  0.000
C -14.664 10.838 -0.586  0.000
C -13.372 10.823 -0.038  0.001
O -13.270 11.026 1.315  0.000
C -13.704 9.939 2.172  -0.001
C -15.241 9.625 2.258  0.009
O -16.124 10.493 2.223  0.002
O -15.484 8.349 2.371  -0.005
H -10.021 11.045 -1.100  0.000
H -10.441 10.435 0.486  0.000
H -10.842 12.058 0.151  0.000
H -11.684 10.548 -3.020  0.000
H -15.928 10.526 -2.350  0.000
H -15.538 10.897 0.051  -0.001
H -13.436 10.198 3.237  0.000
H -13.223 9.027 1.842  -0.001

ORCA calculation (the ωB97M-V functional and the def2-TZVPD basis) on 2 unconnected molecules or ions with the total composition C5H8O.

Output
Net charge: 0
Calculated total energy (eV): -7356.905
Frontier orbital gap (hartree): 0.340
HOMO level (eV): -8.6040

Each line ends with the Mulliken charge.
Cartesian coordinates (Å):
C -0.911 -0.712 1.031  -0.774
C 0.524 -0.245 0.833  -0.166
C 1.059 -0.255 -0.563  -0.348
C 0.317 0.873 -1.248  -0.363
O -0.846 1.206 -0.470  -0.417
C -0.641 0.732 0.830  0.054
H -1.373 -1.232 0.197  0.257
H -1.156 -1.076 2.022  0.269
H 1.186 -0.329 1.693  0.368
H 0.372 -1.542 -1.242  -0.004
H 1.319 -1.259 -1.142  0.225
H 0.013 0.593 -2.254  0.280
H 0.938 1.779 -1.309  0.240
H -0.801 1.465 1.622  0.380

ORCA calculation (the ωB97M-V functional and the def2-TZVPD basis) on a molecular structure, C27H26N4O3S.

Output
Net charge: 0
Calculated total energy (eV): -51337.067
Frontier orbital gap (hartree): 0.274
HOMO level (eV): -7.9770

Each line ends with the Mulliken charge.
Cartesian coordinates (Å):
C -4.125 -0.620 -4.078  -1.046
C -3.956 0.947 -4.463  0.573
O -4.640 1.458 -5.328  -0.557
C -2.806 1.652 -3.658  -0.792
C -1.853 1.180 -2.700  1.215
C -0.972 1.706 -1.955  0.791
C -0.912 3.034 -2.116  0.583
C -1.552 3.711 -3.258  -2.003
C -2.539 2.962 -3.878  -0.185
H -3.344 3.492 -4.561  0.211
H -1.501 4.548 -3.484  0.891
H 0.126 3.539 -1.857  0.204
N -0.053 1.205 -1.147  0.295
C 0.719 1.396 -0.296  0.461
N 0.517 2.642 0.437  0.017
C 1.223 2.951 1.653  -1.495
C 0.613 2.723 3.002  -0.901
N -0.265 1.492 2.778  1.201
C -1.391 1.945 1.813  -0.466
C -1.040 2.755 0.844  -1.172
H -0.915 3.938 1.096  0.220
H -1.673 2.514 0.038  0.667
H -1.933 0.953 1.537  0.319
H -2.188 2.351 2.714  0.313
C -0.286 0.698 3.663  -1.536
H -1.306 1.210 4.433  0.236
C -1.023 -0.544 3.598  -1.442
N -0.072 -1.418 2.391  -0.189
C -0.587 -1.519 1.348  0.243
O -1.721 -1.044 0.915  -0.772
C 0.426 -2.179 0.193  -0.219
C 0.096 -2.282 -1.026  2.055
C 0.834 -2.945 -1.974  -1.220
C 2.145 -3.165 -1.469  -1.095
C 2.576 -3.031 -0.164  1.075
C 3.843 -3.560 0.065  -1.031
C 4.371 -3.105 1.416  -0.600
C 3.147 -2.778 2.516  0.117
C 2.082 -2.341 2.027  0.110
C 1.680 -2.689 0.739  -0.052
C 0.959 -1.690 3.066  0.186
O 1.316 -1.802 4.327  -0.687
H 3.677 -2.492 3.555  0.262
H 5.233 -3.376 1.958  0.453
H 4.686 -3.893 -0.501  0.386
H 2.729 -3.567 -2.341  0.263
H 0.438 -2.980 -2.924  0.530
H -1.156 -1.927 -1.286  -0.054
H -0.930 -1.312 4.280  0.683
H -1.938 -0.797 3.107  0.640
H 0.447 0.609 4.368  0.620
H 1.537 2.280 3.499  0.289
H 0.175 3.550 3.178  0.690
H 1.259 4.152 1.515  0.286
H 2.092 2.606 1.393  0.893
S 1.990 0.483 -0.048  -0.462
H 0.144 0.108 -1.424  -0.477
H -2.010 -0.160 -2.461  -0.473
H -4.882 -1.061 -4.727  0.387
H -4.540 -0.823 -2.997  0.267
H -3.101 -1.013 -4.385  0.294

Q: net charge of number 1 (C3HCaFO2)?
A: +2

Q: Which value of calculated total energy does entry 3 give?
A: -99833.924 eV

Q: Which value of net charge does entry 4 give?
A: 0